Formula: C29H34BF3N7O3S3W
Source: the OMol25 dataset
Level of theory: the ωB97M-V functional and the def2-TZVPD basis

## Properties
Gap between HOMO and LUMO (spin up / spin down) in hartree: 0.2732 / 0.2392
LUMO level (spin up / spin down) in eV: -2.7 / -3.2
F_max in eV/Å: 0.50

Structure (ORCA input):
```
! wB97M-V def2-TZVPD RIJCOSX def2/J DEFGRID3
* xyz 1 3
W 0.1329 -0.8192 -0.7627
F 5.1441 -0.6020 1.1825
C 4.3670 -0.4238 2.2623
F 4.1271 0.8894 2.3745
F 5.0790 -0.7980 3.3347
C 3.0913 -1.2174 2.1512
C 2.8011 -2.2264 3.0468
C 1.6365 -2.9780 2.9045
C 0.7846 -2.6765 1.8698
N 1.0474 -1.6761 1.0187
C 2.1876 -0.9576 1.1158
S 2.3047 0.2063 -0.1635
H 3.4889 -2.4358 3.8543
H 1.4049 -3.7783 3.5914
H -0.1303 -3.2217 1.6794
C -2.8054 -2.2242 2.3368
N -3.4732 -1.5202 1.2561
C -4.5479 -0.6723 1.4134
C -4.8124 -0.1580 0.1936
N -3.9166 -0.6916 -0.7048
B -3.9073 -0.2727 -2.2170
N -2.4362 0.0834 -2.6432
C -1.8795 -0.3960 -3.8090
C -0.5544 -0.1890 -3.8345
N -0.1895 0.4498 -2.6119
C 0.7163 1.6174 -2.7487
C -1.4060 0.5424 -1.8931
S -1.3329 0.9199 -0.2210
C -3.0997 -1.5190 -0.0412
S -1.7529 -2.4349 -0.6696
H -3.3997 -2.1076 3.2386
H -1.8185 -1.7964 2.5077
H -2.7139 -3.2815 2.0987
H -5.0164 -0.5204 2.3688
H -5.5639 0.5406 -0.1245
H -4.6222 0.6918 -2.3036
H -4.2546 -1.1913 -2.9112
H -2.5066 -0.8683 -4.5451
H 0.1827 -0.3545 -4.5993
H 1.7113 1.2497 -2.9893
H 0.7457 2.1670 -1.8132
H 0.3536 2.2643 -3.5477
C 0.9631 8.4052 1.9952
C 0.6007 6.9678 1.7449
C -0.6069 6.6369 1.1428
C -0.9757 5.3194 0.9145
C -2.3086 5.0313 0.2706
C -0.0977 4.3065 1.3261
C 1.1185 4.6063 1.9580
C 2.0666 3.5315 2.4201
C 1.4488 5.9411 2.1396
C -0.4490 2.8839 1.1256
O -0.4024 2.0011 1.9476
O -0.8459 2.5976 -0.1451
H 0.5292 9.0601 1.2407
H 2.0432 8.5462 1.9958
H 0.5870 8.7276 2.9683
H -1.2852 7.4286 0.8443
H -2.9564 5.9030 0.3453
H -2.8194 4.1934 0.7460
H -2.1918 4.7862 -0.7857
H 2.2475 2.7907 1.6388
H 1.6619 2.9999 3.2813
H 3.0237 3.9670 2.7012
H 2.3960 6.1863 2.6069
N 1.0104 -2.4743 -1.8765
C 1.2426 -3.5393 -2.2654
N 1.4734 -4.7234 -2.7531
C 0.3244 -5.5686 -3.1434
C 0.0769 -6.5887 -2.0460
O 1.2542 -7.3254 -1.7787
C 2.2979 -6.4997 -1.3043
C 2.6826 -5.4692 -2.3523
H 0.5868 -6.0665 -4.0769
H -0.5458 -4.9345 -3.3055
H -0.6855 -7.3025 -2.3505
H -0.2651 -6.0731 -1.1376
H 3.1420 -7.1482 -1.0790
H 1.9883 -5.9893 -0.3813
H 3.0765 -5.9597 -3.2424
H 3.4259 -4.7687 -1.9756
*
```